[1]
The following is a DFT calculation (ωB97M-V with the def2-TZVPD basis set) of C34H36FeN3S as an isolated structure in a non-equilibrium geometry.

Results
Net charge: -1
Electronic energy (a.u.): -3143.0570
Lowest unoccupied orbital energy (spin up / spin down) (Ha): 0.08140 / 0.04402
Multiplicity: 5

Each line ends with the Mulliken spin population.
CARTESIAN COORDINATES (ANGSTROEM)
C  1.694  -1.452  -3.096  0.0592
C  2.217  -0.557  -1.971  -0.2678
C  2.303  -1.327  -0.673  0.1058
N  3.602  -0.115  -2.300  0.6579
C  3.563  1.097  -2.745  0.4067
S  5.005  1.904  -3.259  1.6526
C  6.074  0.755  -2.219  0.2971
C  7.481  1.241  -2.200  -0.1542
N  8.571  1.654  -2.200  0.0492
C  2.154  1.708  -2.774  -0.1325
C  2.135  3.132  -2.249  -0.0100
C  1.663  1.654  -4.213  0.0097
N  1.464  0.737  -1.895  0.2835
C  0.518  1.038  -1.007  0.7957
C  -0.546  0.017  -0.666  -0.2072
C  -1.865  0.324  -1.409  0.0653
C  -2.649  -0.781  -1.761  0.0107
C  -3.970  -0.595  -2.158  0.0015
C  -4.505  0.697  -2.186  0.0030
C  -3.702  1.809  -1.898  0.0040
C  -2.367  1.625  -1.504  0.0045
H  2.205  -2.423  -3.033  0.0070
H  0.613  -1.622  -2.996  0.0257
H  1.920  -1.027  -4.078  -0.0507
H  3.301  -1.777  -0.594  0.0589
H  2.166  -0.668  0.190  0.0078
H  1.569  -2.136  -0.677  0.0001
H  5.669  0.747  -1.198  0.0853
H  6.015  -0.248  -2.660  0.0756
H  2.865  3.714  -2.823  0.0943
H  1.145  3.580  -2.382  -0.0213
H  2.420  3.170  -1.194  -0.0141
H  2.222  2.393  -4.799  0.0520
H  1.834  0.670  -4.659  -0.0324
H  0.597  1.900  -4.269  0.0212
H  0.373  2.103  -0.774  0.0863
H  -0.184  -0.929  -1.102  -0.0069
H  -2.247  -1.792  -1.659  0.0004
H  -4.578  -1.467  -2.384  -0.0003
H  -5.558  0.834  -2.435  0.0008
H  -4.121  2.819  -1.914  0.0002
H  -1.747  2.470  -1.183  -0.0163
C  -0.739  -3.531  4.473  -0.0008
C  -1.564  -2.394  4.852  0.0004
C  -2.365  -2.018  3.698  -0.0027
C  -2.029  -2.918  2.606  0.0011
C  -1.028  -3.852  3.088  0.0011
Fe  -0.438  -1.982  3.294  0.0091
C  1.548  -1.900  3.177  0.0025
C  1.029  -0.825  3.977  -0.0048
C  0.092  -0.076  3.180  -0.0402
C  0.016  -0.672  1.852  0.1095
C  -0.959  -0.283  0.745  -0.0112
C  -2.000  0.722  1.334  -0.0960
C  -3.342  0.317  1.338  0.0025
C  -4.336  1.174  1.807  0.0000
C  -3.965  2.336  2.494  0.0003
C  -2.620  2.709  2.564  0.0076
C  -1.656  1.962  1.874  0.0017
C  0.887  -1.859  1.883  -0.0350
H  -0.064  -4.084  5.123  -0.0001
H  -1.630  -1.945  5.840  -0.0001
H  -3.138  -1.258  3.668  -0.0003
H  -2.506  -2.955  1.632  0.0004
H  -0.618  -4.680  2.513  -0.0004
H  2.325  -2.601  3.474  0.0035
H  1.335  -0.545  4.976  -0.0012
H  -0.387  0.842  3.495  0.0050
H  -1.538  -1.215  0.597  0.0051
H  -3.630  -0.639  0.896  0.0005
H  -5.386  0.927  1.615  0.0002
H  -4.732  2.970  2.947  0.0004
H  -2.318  3.609  3.112  0.0007
H  -0.625  2.336  1.817  0.0294
H  1.061  -2.550  1.061  0.0038

[2]
The following is a DFT calculation (ωB97M-V with the def2-TZVPD basis set) of one molecule with the formula C6H12N2O2 in a non-equilibrium geometry.

Results
Net charge: 0
Electronic energy (a.u.): -495.7320
Lowest unoccupied orbital energy (Ha): 0.02498
Multiplicity: 1

Each line ends with the natural charge from an NBO analysis.
CARTESIAN COORDINATES (ANGSTROEM)
N  -1.215  2.033  2.362  -0.8514
C  -1.320  1.288  1.251  0.6424
O  -2.526  1.210  0.900  -0.6348
C  -0.433  0.081  1.118  -0.3176
C  -0.486  -0.673  -0.220  -0.1986
N  0.980  -0.800  -0.169  -0.4271
C  1.750  -0.662  -1.383  -0.2361
C  1.654  -1.867  -2.295  -0.0690
O  0.452  -1.806  -3.042  -0.7269
C  1.064  0.286  0.816  -0.2115
H  -0.298  2.409  2.567  0.4014
H  -2.332  2.260  2.487  0.4556
H  -0.592  -0.590  1.974  0.2443
H  -0.831  -0.015  -1.039  0.1896
H  -1.044  -1.617  -0.264  0.2013
H  2.807  -0.540  -1.101  0.2013
H  1.455  0.249  -1.948  0.1730
H  1.685  -2.785  -1.684  0.1726
H  2.528  -1.872  -2.968  0.1608
H  0.184  -2.696  -3.283  0.4725
H  1.786  0.132  1.631  0.1945
H  1.256  1.271  0.348  0.1640

Which value of electronic energy does entry 1 give? -3143.0570 a.u.

multiplicity of number 2 (C6H12N2O2)? 1